C23H31N5O3 | wB97M-V/def2-TZVPD

```
62
Properties=species:S:1:pos:R:3:lowdin_charge:R:1
C 2.62 -2.29 -4.65 -0.10
C 1.46 -3.14 -4.51 -0.29
C 1.44 -3.95 -3.23 -0.31
C 1.39 -3.17 -2.02 -0.18
H 0.60 -2.55 -2.22 0.09
H 2.28 -2.58 -1.92 0.09
C 1.47 -4.24 -0.66 -0.04
N 1.17 -3.25 0.31 0.01
C -0.01 -3.11 0.94 -0.59
O -0.96 -3.66 0.79 0.18
C -0.10 -2.15 2.17 0.04
N -0.18 -0.77 1.50 0.11
C 1.20 -0.05 0.97 -0.38
O 2.02 -0.73 1.08 0.21
N 0.89 1.15 0.38 0.04
C -0.28 1.60 0.61 -0.35
C -1.26 1.16 1.21 -0.16
N -2.39 1.97 1.05 0.02
C -2.05 3.18 0.31 0.04
N -0.69 2.84 0.11 0.12
H -2.50 3.94 -0.05 0.05
C -3.88 1.64 1.49 -0.06
H -4.42 2.75 1.50 0.15
H -3.83 1.24 2.54 0.11
C -4.74 0.97 0.25 -0.50
C -4.69 1.55 -0.91 -0.12
H -5.05 2.44 -0.91 0.05
H -3.84 1.72 -1.36 0.05
H -5.11 0.67 -1.55 0.17
C -5.90 0.58 1.11 -0.06
H -6.59 -0.08 0.33 0.15
H -5.84 0.15 1.88 -0.05
H -6.56 1.51 1.16 0.11
H -3.87 -0.05 0.38 0.22
C -1.29 -0.16 1.79 -0.24
O -2.44 -0.68 2.50 -0.13
C 2.02 1.90 -0.19 0.03
C 2.68 2.53 1.24 -0.14
C 2.19 3.93 1.20 -0.07
C 2.68 4.58 2.23 -0.12
C 3.86 4.22 3.20 0.08
C 4.17 2.68 2.97 0.02
C 3.72 2.05 1.81 -0.10
H 4.15 1.08 1.69 0.11
H 4.93 2.45 3.36 -0.04
H 4.25 4.98 3.86 0.07
H 2.54 5.82 2.42 0.15
H 1.59 4.47 0.66 0.05
H 1.58 2.46 -0.96 0.10
H 2.70 0.89 -0.42 0.17
H -0.80 -2.20 2.84 0.04
H 0.99 -2.08 2.67 0.17
H 1.85 -2.42 0.63 0.16
H 2.32 -4.67 -0.57 0.05
H 0.53 -4.71 -0.63 0.10
H 0.69 -4.93 -3.09 0.17
H 2.57 -4.58 -3.31 0.17
H 0.52 -2.83 -4.59 0.05
H 1.37 -3.97 -5.39 0.16
H 2.57 -1.82 -5.39 -0.05
H 3.63 -2.71 -4.73 0.11
H 2.60 -1.53 -3.88 0.09
```

The LUMO energy comes out at 0.20 eV. As for the spin multiplicity: 1. The HOMO energy is -8.52 eV. Its HOMO-LUMO gap is 8.7 eV. The value obtained for the energy relative to the best compared isomer or geometry (same formula, charge and spin) is 581.2 kcal per mole.



C23H32GdIN2O3P2 | wB97M-V/def2-TZVPD

```
64
Properties=species:S:1:pos:R:3:lowdin_charge:R:1
C -1.30 0.00 -1.10 -0.18
I 0.76 -1.88 2.37 0.16
H -1.77 -0.93 -0.73 0.06
H -0.99 -0.13 -2.15 0.02
H -2.02 0.83 -1.05 0.01
Gd 0.58 0.23 0.35 0.86
P 1.36 -1.81 -1.60 0.72
C 2.64 -1.05 -2.67 -0.27
C 2.38 -3.15 -0.86 -0.29
H 2.60 -3.91 -1.62 0.06
H 1.10 -3.48 -3.34 0.06
H 1.82 -3.58 -0.02 -0.01
H -0.40 -3.27 -2.38 0.05
H 3.36 -0.49 -2.05 0.03
H 3.30 -2.72 -0.46 0.05
C 0.44 -2.75 -2.86 -0.26
H 3.16 -1.83 -3.25 0.07
H 0.03 -2.06 -3.61 0.05
H 2.16 -0.34 -3.36 0.05
P -1.81 1.45 1.70 0.74
C -1.67 3.27 1.84 -0.26
C -3.63 1.26 1.59 -0.25
H -1.29 0.01 3.57 -0.03
H -2.41 1.34 4.03 0.06
H -0.63 1.65 3.82 0.03
C -1.50 1.08 3.46 -0.28
H -3.89 0.20 1.51 0.05
H -4.09 1.68 2.49 0.06
H -2.29 3.60 2.68 0.07
H -2.04 3.73 0.92 0.05
H -4.01 1.79 0.70 0.05
H -0.62 3.55 2.02 0.02
C 0.45 2.57 -1.38 0.04
O 0.60 3.25 -2.29 0.13
O 2.74 0.95 -0.16 -0.15
C 2.81 1.61 0.93 -0.56
N 3.90 2.16 1.49 0.19
C 3.61 2.61 2.84 -0.25
C 2.08 2.60 2.79 -0.40
O 1.28 3.14 3.56 0.09
N 1.70 1.85 1.69 0.04
C 4.11 1.54 3.82 -0.17
C 3.34 1.18 4.93 0.00
C 3.75 0.11 5.74 -0.04
C 4.95 -0.57 5.47 -0.04
C 5.74 -0.16 4.39 -0.04
C 5.33 0.90 3.58 -0.04
C 4.23 3.98 2.98 -0.04
C 5.34 4.20 3.81 0.06
C 6.15 5.31 3.58 0.03
C 5.85 6.20 2.54 0.05
C 4.64 6.06 1.83 0.01
C 3.82 4.96 2.07 0.06
H 4.83 1.90 1.17 0.17
H 2.41 1.70 5.15 0.12
H 3.12 -0.20 6.57 0.12
H 5.26 -1.41 6.09 0.12
H 6.68 -0.66 4.18 0.12
H 5.94 1.20 2.73 0.11
H 5.56 3.49 4.61 0.14
H 7.03 5.47 4.20 0.14
H 6.53 7.01 2.29 0.15
H 4.34 6.80 1.10 0.13
H 2.87 4.85 1.55 0.15
```

The LUMO energy (alpha / beta) comes out at -6.01 / -10.29 eV. As for the spin multiplicity: 8. The HOMO energy (alpha / beta) is -13.79 / -13.78 eV. As for the total charge: +2. Its HOMO-LUMO gap (alpha / beta) is 7.8 / 3.5 eV. The expectation value of S² is 16.09.



C23H32KNO7Se | wB97M-V/def2-TZVPD

```
65
Properties=species:S:1:pos:R:3:lowdin_charge:R:1
K 1.42 0.29 -1.27 0.85
C 0.47 0.00 3.19 -0.05
C 1.86 0.53 3.58 -0.38
C 2.86 -0.63 3.64 -0.09
C 2.26 1.62 2.61 -0.22
C 1.71 2.89 2.77 -0.06
C 1.94 3.90 1.85 -0.07
C 2.73 3.67 0.72 -0.27
C 2.96 4.73 -0.31 -0.04
C 3.30 2.41 0.58 -0.05
C 3.07 1.40 1.51 -0.04
H 0.13 -0.78 3.89 0.08
H 0.50 -0.43 2.19 0.07
H -0.27 0.80 3.17 0.07
H 1.79 0.97 4.58 0.12
H 2.84 -1.20 2.71 0.08
H 2.59 -1.31 4.46 0.07
H 3.87 -0.27 3.81 0.07
H 1.07 3.08 3.63 0.11
H 1.48 4.87 2.00 0.10
H 4.01 4.78 -0.59 0.08
H 2.65 5.71 0.05 0.07
H 2.41 4.50 -1.23 0.05
H 3.90 2.20 -0.30 0.11
H 3.53 0.43 1.35 0.11
N -1.03 2.57 0.84 0.03
C -2.41 2.17 0.54 -0.28
C -2.45 0.93 -0.35 -0.10
C -1.71 -0.25 0.28 -0.56
O -2.24 -0.94 1.15 0.04
O -0.51 -0.42 -0.19 -0.16
H -1.00 3.55 1.08 0.06
H -0.46 2.49 -0.01 0.05
H -2.98 2.96 0.04 0.10
H -2.92 1.93 1.49 0.10
H -1.99 1.17 -1.31 0.11
H -3.49 0.63 -0.49 0.11
C -4.22 -4.34 -3.20 -0.07
C -3.02 -3.81 -2.45 -0.29
C -2.15 -2.91 -3.04 -0.01
C -1.07 -2.37 -2.35 -0.17
C -0.17 -1.41 -3.08 -0.04
C -0.86 -2.73 -1.01 -0.07
C 0.19 -2.05 -0.15 -0.39
O 1.39 -1.94 -0.51 -0.20
C -1.71 -3.68 -0.42 -0.21
C -1.54 -4.13 1.01 -0.05
C -2.77 -4.20 -1.14 -0.03
H -4.23 -3.98 -4.22 0.06
H -5.15 -4.01 -2.71 0.07
H -4.23 -5.44 -3.21 0.07
H -2.32 -2.60 -4.07 0.11
H -0.28 -1.53 -4.16 0.09
H 0.87 -1.58 -2.80 0.06
H -0.39 -0.36 -2.84 0.06
H 0.00 -2.24 0.92 0.11
H -1.94 -3.37 1.68 0.07
H -0.49 -4.28 1.27 0.08
H -2.07 -5.07 1.17 0.06
H -3.43 -4.93 -0.67 0.11
O 1.07 1.75 -4.57 -0.54
Se 1.54 2.43 -3.17 0.64
O 2.83 1.61 -2.55 -0.65
O 0.33 2.24 -2.05 -0.62
O 1.89 4.01 -3.34 -0.54
```

The LUMO energy comes out at 4.36 eV. As for the spin multiplicity: 1. The HOMO energy is -2.36 eV. As for the total charge: -2. Its HOMO-LUMO gap is 6.7 eV. The value obtained for the energy relative to the best compared isomer or geometry (same formula, charge and spin) is 19.6 kcal per mole.



C23H32N2O3 | wB97M-V/def2-TZVPD

```
60
Properties=species:S:1:pos:R:3:lowdin_charge:R:1
C -1.49 -2.34 1.71 0.01
C -1.80 -1.96 0.48 -0.18
C -3.19 -1.88 -0.06 -0.12
C -3.59 -0.45 -0.49 -0.50
O -2.69 -0.06 -1.51 0.00
C -5.03 -0.46 -1.05 -0.13
C -6.06 -0.87 -0.05 -0.19
C -6.74 -2.00 -0.10 0.01
C -3.50 0.54 0.70 -0.09
N -2.14 0.93 0.98 0.09
C -1.55 1.93 0.30 -0.47
O -2.17 2.66 -0.46 0.07
C -0.07 2.11 0.56 -0.21
C 0.24 3.49 1.12 -0.14
C 1.73 3.60 1.39 -0.08
C 2.64 3.03 0.31 -0.46
O 3.84 3.26 0.33 0.05
N 2.09 2.22 -0.63 -0.05
C 2.94 1.65 -1.65 -0.15
C 3.08 0.13 -1.51 -0.16
C 3.59 -0.28 -0.13 -0.15
C 3.52 -1.77 0.03 -0.24
C 4.64 -2.57 -0.15 -0.04
C 4.56 -3.95 -0.03 -0.09
C 3.34 -4.55 0.26 -0.10
C 2.22 -3.76 0.44 -0.08
C 2.31 -2.39 0.33 -0.05
C 0.67 1.98 -0.77 -0.10
H -0.47 -2.40 2.05 0.05
H -2.25 -2.62 2.42 0.06
H -1.03 -1.68 -0.23 0.10
H -3.25 -2.51 -0.95 0.13
H -3.91 -2.24 0.68 0.12
H -2.81 0.88 -1.68 0.09
H -5.05 -1.14 -1.90 0.12
H -5.25 0.55 -1.41 0.13
H -6.24 -0.16 0.75 0.10
H -7.48 -2.25 0.64 0.05
H -6.59 -2.71 -0.89 0.06
H -3.93 0.09 1.60 0.13
H -4.04 1.45 0.45 0.13
H -1.57 0.25 1.46 0.11
H 0.29 1.34 1.26 0.15
H -0.08 4.24 0.39 0.13
H -0.32 3.67 2.05 0.13
H 2.03 4.64 1.55 0.13
H 1.99 3.06 2.30 0.13
H 2.54 1.90 -2.63 0.13
H 3.92 2.11 -1.53 0.12
H 3.77 -0.23 -2.28 0.12
H 2.11 -0.35 -1.70 0.10
H 4.61 0.07 0.00 0.12
H 2.97 0.19 0.63 0.11
H 5.59 -2.11 -0.38 0.11
H 5.44 -4.56 -0.17 0.10
H 3.27 -5.62 0.35 0.10
H 1.27 -4.22 0.67 0.10
H 1.43 -1.78 0.47 0.09
H 0.52 0.98 -1.18 0.13
H 0.23 2.70 -1.48 0.14
```

The LUMO energy comes out at 0.63 eV. As for the spin multiplicity: 1. The HOMO energy is -8.97 eV. Its HOMO-LUMO gap is 9.6 eV. The value obtained for the energy relative to the best compared isomer or geometry (same formula, charge and spin) is 44.7 kcal per mole. As for the structure (SMILES): C=CCC(O)(CC=C)CNC(=O)[C@@H]1CCC(=O)N(CCCc2ccccc2)C1.